Formula: C4H4N2O
Source: the OMol25 dataset
Level of theory: ωB97M-V/def2-TZVPD

Calculated values
E_HOMO in eV: -9.3
Molecular weight in g mol⁻¹: 96.09
Kohn-Sham gap in Ha: 0.32676
E in eV: -9239.10648

Last column: natural (NBO) charge in e.
Cartesian coordinates (Å):
O1 -1.6889 -1.6003 0.0944  -0.59
C1 -1.6770 -0.3339 0.0110  0.39
C2 -0.3875 0.2286 -0.0133  -0.14
C3 0.3438 1.4226 -0.0946  0.04
N1 1.6479 1.1386 -0.0683  -0.47
C4 1.7068 -0.2160 0.0279  0.22
N2 0.5267 -0.8029 0.0638  -0.54
H1 -2.6253 0.2026 -0.0347  0.19
H2 -0.0269 2.4405 -0.1704  0.21
H3 2.6427 -0.7627 0.0703  0.20
H4 -0.4623 -1.7170 0.1140  0.49

Cartesian forces (eV/Å) of the 6 atoms listed first:
O 0.182 0.097 -0.003
C 0.025 0.009 -0.003
C -0.012 -0.052 -0.005
C -0.102 0.124 -0.012
N -0.146 -0.034 0.005
C -0.006 -0.128 0.007

Formula: C4H4N2O
Source: the OMol25 dataset
Level of theory: ωB97M-V/def2-TZVPD

Calculated values
E_HOMO in eV: -11.9
Molecular weight in g mol⁻¹: 96.09
Kohn-Sham gap in Ha: 0.45375
SMILES: N#CCOCC#N
E in eV: -9238.76101

Last column: natural (NBO) charge in e.
Cartesian coordinates (Å):
N1 2.5970 0.5662 0.6003  -0.27
C1 1.7600 0.0503 -0.0069  0.23
C2 0.7389 -0.6249 -0.8365  -0.17
O1 -0.3835 -1.0660 -0.1127  -0.48
C3 -1.3709 -0.0838 0.0760  -0.16
C4 -1.0238 0.9227 1.1035  0.22
N2 -0.7814 1.7203 1.9039  -0.27
H1 1.2017 -1.5104 -1.2824  0.24
H2 0.4371 0.0618 -1.6412  0.21
H3 -1.5780 0.4425 -0.8683  0.21
H4 -2.2796 -0.6024 0.3947  0.24

Cartesian forces (eV/Å) of the 6 atoms listed first:
N -0.822 -0.509 -0.581
C 0.745 0.460 0.531
C 0.124 0.039 -0.153
O 0.000 -0.047 0.038
C -0.159 0.109 -0.023
C 0.200 0.681 0.697

Formula: C4H4N2O
Source: the OMol25 dataset
Level of theory: ωB97M-V/def2-TZVPD

Calculated values
E_HOMO in eV: -9.8
Molecular weight in g mol⁻¹: 96.09
Kohn-Sham gap in Ha: 0.34174
SMILES: C1=NN=C[C@H]2O[C@@H]12
E in eV: -9235.19878

Last column: natural (NBO) charge in e.
Cartesian coordinates (Å):
C1 -0.3522 -0.6556 -1.1357  0.05
N1 0.7876 -0.1548 -1.3781  -0.26
N2 1.7229 0.4803 -0.4205  -0.21
C2 1.0706 0.6188 0.8190  0.04
C3 -0.3255 0.0068 1.1208  0.00
O1 -1.5610 0.5841 0.6146  -0.42
C4 -1.1307 -0.6988 0.0855  -0.02
H1 -0.6944 -1.3650 -1.8527  0.19
H2 1.8357 1.0013 1.6679  0.22
H3 -0.3903 -0.4509 2.0245  0.19
H4 -1.4097 -1.7632 0.4966  0.22

Cartesian forces (eV/Å) of the 6 atoms listed first:
C 0.182 -0.625 -0.267
N 1.998 0.373 -0.282
N -5.821 0.120 4.406
C 3.357 -0.734 -2.896
C 1.171 2.382 -2.211
O 0.939 -1.786 0.304

Formula: C4H4N2O
Source: the OMol25 dataset
Level of theory: ωB97M-V/def2-TZVPD

Calculated values
E_HOMO in eV: -10.2
Molecular weight in g mol⁻¹: 96.09
Kohn-Sham gap in Ha: 0.32520
SMILES: N#C/C=C(/N)C=O
E in eV: -9236.39097

Last column: natural (NBO) charge in e.
Cartesian coordinates (Å):
N1 1.8308 2.4894 1.0291  -0.27
C1 1.1885 1.5277 0.9457  0.24
C2 0.4870 0.3804 1.1178  -0.35
C3 -0.0651 -0.3220 0.1206  0.14
N2 -1.4620 -0.9072 -0.1009  -0.74
C4 0.2709 -0.2273 -1.3258  0.33
O1 1.2690 0.4560 -1.8455  -0.48
H1 -0.2173 0.5485 1.9675  0.25
H2 -1.1175 -1.9497 -0.4638  0.36
H3 -1.9838 -1.1239 0.5979  0.35
H4 -0.2005 -0.8719 -2.0426  0.16

Cartesian forces (eV/Å) of the 6 atoms listed first:
N -0.769 -0.679 -0.322
C 3.724 2.813 0.015
C -4.579 -1.240 0.662
C -3.244 0.044 -2.374
N 8.076 -2.179 -5.324
C 7.462 3.166 -2.751